ORCA calculation (ωB97M-V/def2-TZVPD) on a cluster of 10 separate species, C4H29NO10 in total in a non-equilibrium geometry.

The geometry in XYZ format:
```
44
Properties=species:S:1:pos:R:3:lowdin_charge:R:1
C 1.338 -19.338 25.888 -0.06
C 2.595 -18.764 26.599 -0.40
C 4.012 -19.296 26.095 -0.17
O 5.036 -18.573 26.764 -0.23
C 5.130 -18.611 28.174 -0.11
N 2.693 -17.289 26.444 0.03
H 1.245 -20.423 25.852 0.07
H 1.357 -19.152 24.814 0.07
H 0.453 -18.856 26.304 0.07
H 2.447 -18.942 27.664 0.11
H 4.186 -19.160 25.027 0.13
H 4.103 -20.336 26.408 0.11
H 4.336 -18.016 28.626 0.08
H 6.144 -18.259 28.367 0.09
H 4.978 -19.593 28.622 0.09
H 3.653 -16.985 26.522 0.05
H 2.441 -17.098 25.485 0.06
O -0.672 -8.771 26.104 -0.05
H -0.461 -8.149 26.800 0.03
H 0.023 -8.651 25.457 0.03
O 0.561 -14.597 29.703 -0.06
H -0.150 -15.230 29.598 0.03
H 1.239 -14.896 29.097 0.02
O -4.330 -10.666 27.643 -0.05
H -4.271 -11.604 27.463 0.03
H -3.547 -10.295 27.237 0.02
O -1.819 -13.400 24.430 -0.05
H -1.716 -12.618 23.888 0.03
H -1.357 -13.192 25.242 0.03
O -1.767 -12.657 19.127 -0.05
H -1.680 -12.099 18.354 0.03
H -2.063 -12.065 19.818 0.02
O 0.822 -15.094 21.706 -0.05
H 0.600 -14.942 20.787 0.03
H 0.182 -14.578 22.196 0.01
O -3.428 -15.710 27.740 -0.05
H -3.121 -15.536 26.850 0.02
H -4.325 -16.024 27.627 0.03
O -3.811 -17.408 22.129 -0.05
H -3.805 -16.607 21.605 0.03
H -2.977 -17.394 22.598 0.03
O -3.439 -9.819 22.060 -0.06
H -3.420 -9.037 22.611 0.03
H -4.350 -9.892 21.777 0.03
```

The value obtained for the HOMO energy is -9.1 eV. The calculation puts the calculated total energy at -26582.2507 eV. The energy above the lowest of the compared OMol25 structures with the same formula, charge and spin is 79.5 kcal/mol. As for the frontier orbital gap: 9.10 eV.

---

ORCA calculation (ωB97M-V/def2-TZVPD) on a structure of composition C4H2BiO in a non-equilibrium geometry.

The geometry in XYZ format:
```
8
Properties=species:S:1:pos:R:3:lowdin_charge:R:1
C 1.055 -0.695 1.473 -0.01
C 1.608 -1.798 1.450 0.25
H 2.246 -2.659 1.351 0.09
O 0.848 0.491 -1.235 0.01
C -0.148 0.331 -0.478 -0.78
C -0.156 -0.411 0.719 -0.11
H -1.115 -0.565 1.224 0.10
Bi -2.031 1.318 -0.985 1.47
```

The value obtained for the HOMO energy (alpha / beta) is -13.4 / -13.7 eV. The charge is +1. The calculation puts the calculated total energy at -12053.3903 eV. The energy above the lowest of the compared OMol25 structures with the same formula, charge and spin is 16.5 kcal/mol. As for the frontier orbital gap (alpha / beta): 5.98 / 6.08 eV.

---

ORCA calculation (ωB97M-V/def2-TZVPD) on a structure of composition C4H2BrO2 in a non-equilibrium geometry.

The geometry in XYZ format:
```
9
Properties=species:S:1:pos:R:3:lowdin_charge:R:1
C 0.098 0.225 -0.269 -0.08
C 1.333 0.319 -0.454 -0.04
C -2.303 0.652 1.834 -0.81
C -1.821 0.099 0.322 -0.48
O -3.233 1.433 1.787 -0.06
O -1.450 0.304 2.624 -0.03
Br -2.683 1.067 -1.100 0.58
H 2.244 0.364 -0.942 -0.05
H -2.046 -0.876 0.093 -0.02
```

The value obtained for the HOMO energy is -4.8 eV. The charge is -1. The calculation puts the calculated total energy at -78315.1491 eV. The energy above the lowest of the compared OMol25 structures with the same formula, charge and spin is 55.8 kcal/mol. As for the frontier orbital gap: 8.33 eV.

---

Q: Which of these has the highest calculated total energy?
A: C4H2BiO